No. 1
75
Properties=species:S:1:pos:R:3:forces:R:3 method="wB97M-V/def2-TZVPD" orbital_gap_ev="6.39 / 7.27" spin_multiplicity=4 relative_energy_kj_mol=116.5 energy_ha=-2816.71518 lumo_ev="-0.40 / -0.40"
V 0.92211 1.29782 -0.00346 -0.566 0.108 0.290
N -0.43251 1.69408 1.66204 0.094 0.324 -0.285
C -0.12487 1.84927 3.06708 -0.029 -0.121 -0.174
C -1.21837 1.75571 3.92555 0.170 0.007 0.068
C -1.08816 1.96688 5.28315 -0.036 -0.017 -0.013
C 0.15893 2.31942 5.77060 0.005 0.004 0.020
C 1.23763 2.40436 4.91265 0.043 0.004 -0.041
C 1.16804 2.12576 3.53599 0.000 0.037 0.072
C 2.43547 2.18429 2.71369 -0.180 -0.024 0.181
C 3.64010 2.22840 3.43412 0.089 -0.002 -0.013
C 4.86245 2.39286 2.81210 0.027 -0.006 -0.085
C 4.90541 2.50056 1.42832 -0.020 0.012 0.159
C 3.72415 2.36547 0.72293 0.005 -0.001 -0.363
C 2.46016 2.18303 1.30270 -0.502 -0.162 -0.154
H -0.55860 2.63222 1.26935 0.018 0.008 0.080
H -1.36482 1.29720 1.57098 -0.001 -0.136 -0.050
H -2.18786 1.53034 3.49747 -0.045 -0.012 0.007
H -1.94554 1.88816 5.93737 -0.014 0.001 0.011
H 0.29897 2.53965 6.82023 -0.015 0.006 0.029
H 2.17935 2.72043 5.33443 -0.083 -0.004 0.019
H 3.64715 2.10500 4.50755 0.051 0.012 -0.043
H 5.76767 2.42586 3.40509 0.020 0.008 -0.009
H 5.84204 2.65494 0.90780 0.055 -0.008 0.007
H 3.79767 2.38037 -0.36546 0.013 0.025 0.047
O -3.26501 1.39858 0.02107 0.035 0.044 -0.030
C -2.85604 0.92379 -1.27416 -0.171 -0.056 -0.083
C -1.32335 1.07677 -1.20691 0.661 -0.085 0.158
O -0.56062 0.07570 -1.19890 -0.162 -0.064 0.183
O -0.85546 2.23351 -1.04532 0.016 0.312 0.270
C -3.29610 -0.53255 -1.41092 0.013 0.035 0.009
C -4.03280 -1.00681 -2.48746 0.016 0.025 0.022
C -4.42702 -2.33942 -2.54400 -0.025 0.024 -0.021
C -4.09944 -3.20761 -1.51983 -0.027 -0.032 0.002
C -3.38129 -2.73913 -0.42607 0.025 -0.022 -0.069
C -2.98425 -1.41675 -0.37608 0.083 0.061 0.021
C -3.37398 1.82024 -2.38940 0.098 -0.006 0.148
C -2.79704 1.74087 -3.65233 -0.011 -0.024 -0.063
C -3.24958 2.54482 -4.68223 -0.052 0.053 -0.051
C -4.28686 3.44318 -4.46092 0.026 0.000 -0.042
C -4.85345 3.53588 -3.20226 0.003 -0.025 0.055
C -4.39114 2.73183 -2.16687 -0.072 0.022 -0.011
H -4.16703 1.09033 0.16598 0.023 -0.057 0.019
H -4.31224 -0.34112 -3.28933 0.001 0.060 -0.071
H -4.99834 -2.69040 -3.39349 -0.003 -0.001 -0.010
H -4.40413 -4.24461 -1.56614 0.000 -0.024 0.005
H -3.10915 -3.41490 0.37061 0.032 -0.057 0.090
H -2.40854 -1.06143 0.46901 0.000 -0.008 -0.006
H -1.98735 1.04419 -3.83630 0.033 -0.036 0.041
H -2.79076 2.47734 -5.65972 0.008 -0.005 -0.018
H -4.64063 4.07564 -5.26396 -0.002 0.004 -0.024
H -5.65155 4.24177 -3.01486 -0.010 0.023 -0.003
H -4.81296 2.83884 -1.17681 -0.005 -0.006 -0.008
C 3.38898 -0.40715 -2.80830 -0.163 0.095 0.137
C 2.52297 0.25608 -1.95909 0.287 -0.211 -0.685
N 2.35159 -0.10828 -0.69130 0.224 -0.059 0.192
C 3.01369 -1.15094 -0.22074 0.056 0.007 -0.012
C 3.85299 -1.92921 -1.01516 -0.080 0.126 0.167
C 4.05844 -1.52235 -2.32210 0.091 0.010 -0.039
C 4.48560 -3.13545 -0.44884 -0.148 -0.387 0.148
C 3.85722 -4.17204 0.12339 0.022 0.246 -0.145
C 2.39759 -4.39123 0.22921 0.204 0.188 0.025
C 1.89502 -5.44159 0.99038 -0.102 0.137 -0.077
C 0.51713 -5.55772 1.05871 0.082 0.005 0.053
N -0.30536 -4.72410 0.42915 -0.115 -0.140 0.105
C 0.27600 -3.76835 -0.28631 -0.012 0.073 -0.160
N 1.57698 -3.55894 -0.42029 -0.059 -0.207 0.026
H 3.51373 -0.06496 -3.82512 0.026 -0.031 -0.016
H 1.93924 1.10110 -2.32221 0.017 -0.004 0.026
H 2.85996 -1.38128 0.82489 0.025 -0.053 0.014
H 4.72384 -2.08498 -2.96452 0.002 -0.011 -0.022
H 5.56844 -3.18372 -0.49797 0.015 0.045 -0.003
H 4.46890 -4.96026 0.54607 0.014 -0.036 -0.033
H 2.54491 -6.12299 1.51814 0.047 -0.042 0.010
H 0.06029 -6.34297 1.65024 -0.042 -0.013 -0.015
H -0.37860 -3.08929 -0.82288 -0.024 0.046 0.030

***

No. 2
88
Properties=species:S:1:pos:R:3:forces:R:3 method="wB97M-V/def2-TZVPD" orbital_gap_ev="3.79 / 7.12" spin_multiplicity=5 relative_energy_kj_mol=30.1 energy_ha=-6520.24620 total_charge=-1 lumo_ev="2.01 / 2.01"
Cr 0.30746 -0.02382 -0.86873 0.313 0.562 -0.461
C 0.05094 4.05458 0.45197 -0.221 0.310 -0.158
C -0.92538 4.60222 -0.45981 0.118 -0.103 0.104
C -1.49598 3.77309 -1.39650 0.139 0.039 0.101
C -1.15661 2.41763 -1.46171 0.258 -0.237 0.123
N -0.21376 1.89754 -0.55563 -0.056 0.242 0.304
C 0.35618 2.73615 0.35108 -0.288 -0.275 -0.335
C -1.69891 1.42733 -2.36279 0.176 -0.095 0.053
C -2.68380 1.68069 -3.33873 0.045 -0.086 0.032
C -3.14118 0.65924 -4.15444 0.064 -0.058 0.052
C -2.62191 -0.63186 -4.03806 -0.040 0.073 -0.009
C -1.64425 -0.89098 -3.07875 0.061 0.118 0.060
C -1.19114 0.10320 -2.21761 -0.331 0.138 0.028
H 0.54641 4.66635 1.19709 -0.079 -0.013 -0.057
H -1.20394 5.64853 -0.40987 0.038 -0.054 -0.001
H -2.23337 4.16381 -2.08998 0.054 -0.014 0.028
H 1.08951 2.28642 1.01320 -0.111 -0.044 -0.041
H -3.08717 2.68046 -3.46131 0.022 -0.019 -0.003
H -3.90145 0.86953 -4.90063 0.037 -0.005 0.043
H -2.97634 -1.42681 -4.68691 0.028 0.062 0.041
H -1.23238 -1.89494 -3.00999 -0.029 0.068 0.019
N 2.17198 -1.67759 -3.19440 -0.177 0.189 -0.005
C 2.18971 -0.29119 -3.21520 -0.014 -0.261 0.173
N 2.90874 0.40883 -4.06048 0.158 0.387 -0.121
N 2.67338 1.69876 -3.70441 -0.126 -0.221 0.154
N 1.86068 1.75689 -2.70610 0.161 -0.416 -0.247
N 1.52230 0.48134 -2.36698 0.064 0.370 -0.181
C 1.68677 -2.40349 -2.13918 -0.004 0.013 -0.091
N 1.92196 -3.68944 -1.95219 0.013 -0.298 0.221
N 1.27447 -3.98996 -0.80109 0.046 0.282 -0.177
N 0.68551 -2.94704 -0.32875 0.139 0.005 -0.270
N 0.91826 -1.90135 -1.17912 -0.171 -0.539 0.417
H 2.79669 -2.14726 -3.82259 0.075 -0.023 -0.050
F -1.02460 -3.94081 5.70971 0.119 -0.397 0.586
C -1.19135 -3.13007 4.68488 0.158 0.138 -0.125
C -2.42826 -2.97243 4.12765 -0.300 0.272 -0.376
F -3.46427 -3.61188 4.65249 -0.382 -0.220 0.107
C -2.59758 -2.12897 3.04081 -0.103 -0.105 0.171
F -3.84664 -1.97494 2.62432 -0.403 -0.048 -0.083
C -1.55181 -1.44737 2.44791 -0.034 -0.233 -0.430
P -1.65922 -0.65444 0.75409 -0.749 0.083 0.148
C -2.50976 0.90941 1.19178 -0.023 -0.016 0.100
C -2.23981 1.51368 2.41889 -0.043 -0.014 0.036
C -2.83796 2.71734 2.76525 0.011 -0.007 -0.045
C -3.71891 3.33217 1.88495 -0.002 -0.047 -0.023
C -3.97557 2.74879 0.65181 0.006 -0.013 0.072
C -3.36660 1.55364 0.29647 0.014 -0.023 0.039
C -2.98645 -1.68010 -0.02866 0.076 -0.143 0.016
C -2.58477 -2.82063 -0.72293 -0.039 0.033 0.122
C -3.51337 -3.64169 -1.34999 0.066 0.001 0.015
C -4.86161 -3.33258 -1.29745 -0.048 0.068 0.041
C -5.27780 -2.21327 -0.58788 0.075 0.054 0.038
C -4.34969 -1.39978 0.04752 -0.054 0.077 -0.150
C -0.33382 -1.56690 3.09609 0.498 0.179 0.304
Br 1.07896 -0.43494 2.60610 0.342 -0.060 -0.234
C -0.14453 -2.39011 4.19216 0.175 0.295 -0.365
F 1.03277 -2.47637 4.80551 0.260 -0.002 0.094
H -1.55076 1.04547 3.11507 -0.061 0.043 -0.026
H -2.61020 3.17591 3.72052 -0.012 -0.029 -0.030
H -4.19801 4.26630 2.15648 0.045 -0.034 -0.028
H -4.64390 3.23340 -0.05043 0.038 -0.009 0.009
H -3.54866 1.13003 -0.68279 -0.065 -0.022 0.066
H -1.53795 -3.07466 -0.75776 0.156 -0.031 -0.053
H -3.17399 -4.51963 -1.88694 0.016 0.040 0.019
H -5.58878 -3.95843 -1.80202 0.027 0.007 0.028
H -6.33168 -1.97205 -0.51569 0.024 0.003 -0.024
H -4.70235 -0.54840 0.61257 0.024 0.003 -0.017
C 4.04438 -2.22236 0.54458 0.151 0.217 0.082
N 4.65708 -0.89817 0.63121 -0.105 0.019 0.146
C 5.96890 -0.86778 1.26240 -0.171 0.034 -0.123
C 6.66812 0.45083 1.01139 -0.033 -0.032 -0.058
C 5.72180 1.58103 1.35101 -0.128 -0.029 -0.093
N 4.51369 1.45174 0.55625 -0.096 0.009 0.160
C 3.69932 2.65334 0.39107 0.180 -0.193 0.003
C 3.90508 0.22743 0.39108 0.011 0.033 -0.220
O 2.74643 0.15822 -0.02197 -0.102 -0.114 0.457
H 4.53314 -2.82266 -0.22518 0.026 0.015 0.004
H 2.99609 -2.13491 0.29876 -0.136 0.080 -0.014
H 4.13743 -2.73907 1.50653 -0.010 0.049 -0.054
H 6.55518 -1.69297 0.85431 0.013 -0.043 0.000
H 5.86497 -1.04495 2.34194 0.017 -0.017 0.001
H 6.93763 0.52841 -0.04395 0.043 -0.008 0.012
H 7.57754 0.51025 1.60989 0.017 0.009 0.005
H 6.17191 2.54439 1.11682 0.024 0.069 -0.008
H 5.49055 1.57893 2.42659 0.009 0.019 0.007
H 4.33881 3.46104 0.03419 0.028 -0.007 0.009
H 3.23713 2.96476 1.33588 0.033 -0.021 -0.016
H 2.92036 2.47992 -0.34465 0.056 -0.024 -0.045

***

No. 3
83
Properties=species:S:1:pos:R:3:forces:R:3 method="wB97M-V/def2-TZVPD" orbital_gap_ev="6.81 / 5.06" spin_multiplicity=6 relative_energy_kj_mol=0.0 energy_ha=-7633.43539 total_charge=+2 lumo_ev="-5.61 / -7.36"
Ru 1.69550 -0.03989 0.81771 0.027 -0.352 -0.286
Se 1.87109 -1.54987 2.95753 -0.034 0.013 0.223
P 2.09145 0.44637 3.84283 0.214 -0.151 -0.328
Se 2.81276 1.71230 2.14363 -0.095 0.317 0.316
C 0.51366 1.04610 4.43277 -0.010 0.145 -0.055
C -0.04944 0.36434 5.51205 -0.155 0.086 -0.006
C -1.28585 0.76511 5.99183 0.066 -0.034 -0.008
C -1.94194 1.84347 5.40974 -0.022 0.022 -0.005
C -1.36972 2.52908 4.34764 0.014 0.001 0.021
C -0.13685 2.13058 3.85010 -0.022 -0.032 0.071
C 3.25849 0.49204 5.19587 -0.005 -0.153 -0.112
C 3.76055 -0.68967 5.73492 0.085 0.158 0.045
C 4.60619 -0.61874 6.83463 -0.061 -0.055 -0.098
C 4.94608 0.61439 7.36856 0.032 -0.011 0.041
C 4.44790 1.78990 6.81839 -0.048 0.063 -0.059
C 3.59680 1.73667 5.72903 0.007 -0.060 0.062
H 0.46864 -0.46850 5.97249 0.001 -0.012 0.003
H -1.73527 0.24154 6.82436 0.002 0.001 0.005
H -2.90288 2.15804 5.79404 -0.003 -0.008 0.007
H -1.87856 3.37987 3.91455 0.002 -0.002 -0.008
H 0.31745 2.66217 3.02268 -0.016 0.009 0.044
H 3.50073 -1.64537 5.29929 0.009 -0.023 0.025
H 5.00011 -1.52821 7.26672 0.006 0.005 0.010
H 5.60858 0.66309 8.22235 -0.001 0.004 0.000
H 4.72111 2.74758 7.23965 0.006 -0.007 0.009
H 3.19773 2.64864 5.30019 0.004 0.020 0.020
C -3.06323 -3.25031 0.85689 0.011 0.048 -0.005
N -2.15838 -2.10560 1.03107 -0.119 -0.054 0.004
C -0.95152 -1.90593 0.51849 -0.057 -0.002 -0.022
N -0.52532 -0.69196 0.85022 0.066 0.018 0.081
C -1.55401 -0.18994 1.59667 -0.003 -0.048 -0.038
N -2.55843 -1.01827 1.71993 0.113 0.038 -0.061
C -4.29347 -2.86386 0.07475 0.038 0.034 0.027
C -5.56434 -3.15775 0.54529 0.028 -0.022 -0.007
C -6.68047 -2.79448 -0.19850 -0.040 -0.006 0.008
C -6.53768 -2.11603 -1.39564 -0.065 -0.002 -0.007
C -5.26269 -1.80956 -1.86096 0.095 -0.030 0.061
C -4.14731 -2.19819 -1.13081 0.008 0.049 -0.068
C -5.08586 -1.04485 -3.08909 -0.183 0.056 -0.124
N -5.97163 -0.56487 -3.89175 -0.102 -0.149 0.215
N -5.28674 0.12777 -4.86744 0.188 0.113 -0.162
C -4.03489 0.01713 -4.58593 -0.230 0.041 -0.097
O -3.82732 -0.72003 -3.47077 0.235 -0.055 0.143
C -2.88086 0.59316 -5.26381 0.038 0.006 -0.013
C -3.05760 1.44832 -6.34881 -0.001 0.019 -0.014
C -1.95250 2.02009 -6.95382 -0.011 -0.001 -0.003
C -0.67308 1.75031 -6.48140 -0.019 -0.016 -0.009
C -0.49838 0.88609 -5.41088 0.069 0.043 0.008
C 0.88235 0.55947 -4.90165 -0.044 0.028 0.042
N 1.03144 0.86702 -3.47135 -0.008 0.018 -0.120
C 1.04040 0.03981 -2.43320 0.010 0.080 -0.009
N 1.10775 0.74325 -1.30748 0.133 0.001 -0.010
C 1.13132 2.03729 -1.74738 -0.015 -0.091 0.019
N 1.08960 2.14673 -3.04977 -0.037 -0.058 0.045
C -1.60221 0.30642 -4.80845 -0.036 -0.037 0.072
H -3.32657 -3.61927 1.84570 0.019 0.000 0.012
H -2.49047 -4.01885 0.33676 0.031 -0.017 0.047
H -0.41379 -2.63942 -0.06086 -0.024 -0.017 0.005
H -1.54417 0.78908 2.04567 -0.018 -0.022 0.010
H -5.68888 -3.66898 1.49189 0.000 0.003 0.002
H -7.66922 -3.03098 0.16955 -0.004 0.002 -0.002
H -7.40023 -1.81009 -1.97213 -0.002 -0.004 0.007
H -3.15969 -1.95605 -1.50670 -0.008 0.003 0.011
H -4.05989 1.65906 -6.69642 0.006 0.009 -0.010
H -2.08596 2.68935 -7.79237 0.002 0.001 -0.003
H 0.18561 2.21393 -6.95122 -0.002 0.004 -0.002
H 1.63422 1.13404 -5.43774 0.044 -0.013 0.030
H 1.10136 -0.50292 -5.01396 0.044 -0.003 0.015
H 1.00781 -1.03465 -2.51400 0.008 0.002 -0.022
H 1.17842 2.89000 -1.08952 0.004 0.015 -0.007
H -1.48007 -0.37030 -3.97002 0.004 0.005 -0.005
S 3.59421 -1.37897 -0.17166 -0.148 0.081 -0.068
C 4.36807 -0.49841 -1.44329 -0.041 -0.019 0.119
N 5.13241 -1.21752 -2.30026 0.008 -0.005 -0.020
C 5.85388 -0.68608 -3.31270 0.008 -0.056 -0.007
C 5.82549 0.65817 -3.53484 -0.038 0.128 0.020
C 5.05367 1.45296 -2.67739 0.001 -0.083 0.018
C 4.34267 0.88422 -1.64265 0.047 0.093 -0.071
H 5.17196 -2.21840 -2.14368 0.014 -0.006 -0.017
H 6.43272 -1.37702 -3.90802 -0.017 -0.040 0.030
H 6.39971 1.08809 -4.34116 0.004 -0.014 -0.004
H 5.02652 2.52568 -2.81819 -0.001 0.002 0.002
H 3.78096 1.50106 -0.95878 -0.006 -0.016 0.013